# C16H12Cl5F6LuN3O8S2

C16H12Cl5F6LuN3O8S2 as an isolated structure (wB97M-V/def2-TZVPD, the OMol25 dataset).

The net charge is -1. As for the spin multiplicity: 1. As for the frontier orbital gap: 6.7 eV. For the total energy, the calculation gives -171852.864 eV. For the HOMO energy, the calculation gives -4.519 eV.

Geometry (Å):
Lu  -0.20796  -0.00338  -0.08465
Cl  1.95812  -3.72223  5.18478
C  1.48439  -2.38996  4.19104
C  1.55257  -1.09444  4.67401
Cl  2.09373  -0.79416  6.28691
C  1.18619  -0.02651  3.84387
Cl  1.30214  1.60348  4.41070
C  0.74268  -0.21984  2.53600
O  0.43679  0.76343  1.72727
C  0.65936  -1.56716  2.04394
O  0.25270  -1.74855  0.80458
C  1.03978  -2.61023  2.88011
Cl  0.95556  -4.21513  2.23857
F  0.96317  -1.91604  -1.83851
C  -0.06106  -2.71599  -2.24025
F  -0.47706  -3.47400  -1.25081
F  0.38294  -3.49604  -3.21902
S  -1.41796  -1.56994  -2.79780
O  -1.70721  -0.82622  -1.58584
O  -2.44938  -2.37892  -3.34721
N  -0.69981  -0.72653  -3.91492
S  0.29088  0.44079  -3.54688
O  1.54136  0.33489  -4.22669
O  0.32855  0.77594  -2.14171
C  -0.53619  1.90634  -4.32911
F  0.27066  2.96313  -4.22720
F  -1.68476  2.16798  -3.70946
F  -0.77914  1.67506  -5.62019
N  2.17433  0.14772  -0.30069
C  3.26547  0.51888  -0.26883
N  4.50836  0.93588  -0.23441
C  5.13819  1.46134  -1.45078
C  6.48233  0.75710  -1.67784
C  6.38448  -0.69077  -1.19684
C  6.24491  -0.72532  0.33374
C  5.40047  0.46666  0.82384
H  5.27407  2.54230  -1.35486
H  4.46326  1.27690  -2.28629
H  7.27157  1.26612  -1.11796
H  6.73932  0.81039  -2.73564
H  7.26110  -1.25972  -1.50681
H  5.51082  -1.16062  -1.65534
H  7.22990  -0.67155  0.80210
H  5.78335  -1.66412  0.64136
H  6.04250  1.30370  1.10575
H  4.79893  0.20148  1.69060
Cl  -3.81441  2.79277  1.99128
C  -3.70396  1.92856  0.43974
C  -2.32845  1.27267  0.33930
O  -1.42375  1.88432  -0.28067
O  -2.16835  0.14758  0.87112
H  -3.83017  2.65122  -0.35976
H  -4.48323  1.17318  0.42527